Density functional theory data (ωB97M-V with the def2-TZVPD basis set) for 3 unconnected molecules or ions with the total composition C27H35N6O8 at a distorted geometry.

Cartesian coordinates (Å):
C (1.03493, -5.12415, 2.41771)
C (1.94320, -4.38692, 1.68564)
C (1.53382, -3.09067, 1.10665)
O (0.69626, -3.06935, 0.21818)
O (2.05617, -1.93460, 1.54118)
C (1.06272, -0.95439, 1.84772)
C (0.75192, -0.01794, 0.66656)
C (0.98791, 1.46416, 0.97847)
C (0.09509, 2.00693, 2.11162)
C (-1.12438, 2.80463, 1.60628)
C (-2.42873, 2.01701, 1.57651)
N (-2.65303, 1.26982, 2.81262)
C (-3.40492, 0.18363, 2.84985)
N (-3.59850, -0.53837, 3.96194)
C (-4.37080, -1.55476, 3.58753)
N (-4.67422, -1.46278, 2.29967)
C (-5.51490, -2.47908, 1.62933)
C (-5.81613, -2.15020, 0.17497)
O (-4.66708, -1.78520, -0.58876)
C (-3.63598, -2.69097, -0.49085)
C (-2.27234, -2.07235, -0.60058)
O (-3.80337, -3.87699, -0.36369)
N (-4.07641, -0.35646, 1.79930)
H (1.12116, -5.26909, 3.49073)
H (0.18276, -5.60810, 1.93977)
H (2.94303, -4.78108, 1.49132)
H (0.13144, -1.41406, 2.17897)
H (1.44465, -0.34730, 2.66631)
H (1.38913, -0.29310, -0.17144)
H (-0.29360, -0.12329, 0.37021)
H (2.03846, 1.57385, 1.25448)
H (0.87228, 2.06801, 0.08046)
H (-0.16261, 1.20585, 2.80639)
H (0.71219, 2.70639, 2.67251)
H (-1.25919, 3.67630, 2.25136)
H (-0.87182, 3.21482, 0.63331)
H (-3.29102, 2.62589, 1.29892)
H (-2.32312, 1.25721, 0.78805)
H (-2.20850, 1.59568, 3.65356)
H (-4.69286, -2.33777, 4.25080)
H (-6.47178, -2.49652, 2.15030)
H (-5.08351, -3.46684, 1.75751)
H (-6.25239, -3.04635, -0.26789)
H (-6.59124, -1.39042, 0.13159)
H (-2.12285, -1.30835, 0.16133)
H (-1.49440, -2.82299, -0.56643)
H (-2.21912, -1.54219, -1.55491)
H (-4.16110, -0.06063, 0.83821)
C (4.27659, -3.43095, -1.10907)
C (5.50004, -3.36036, -1.76223)
C (5.54402, -3.28346, -3.14476)
C (4.35676, -3.27402, -3.85327)
C (3.13141, -3.35152, -3.21862)
C (3.09162, -3.43262, -1.83589)
N (4.39735, -3.16698, -5.32012)
O (5.48605, -3.11957, -5.85019)
O (3.33735, -3.12856, -5.90979)
H (4.24901, -3.48278, -0.02739)
H (6.42006, -3.36125, -1.19403)
H (6.49438, -3.22790, -3.65458)
H (2.21305, -3.34764, -3.78689)
H (2.14757, -3.49034, -1.31578)
C (0.99367, 7.81048, -3.07038)
C (2.14761, 7.05330, -3.22261)
C (2.46638, 6.07911, -2.29129)
C (1.61714, 5.87486, -1.21834)
C (0.46690, 6.62526, -1.04808)
C (0.15678, 7.59922, -1.98230)
N (1.94109, 4.82776, -0.24294)
O (2.96231, 4.19866, -0.40350)
O (1.16163, 4.64150, 0.67696)
H (0.74532, 8.56748, -3.80238)
H (2.79832, 7.22081, -4.06939)
H (3.36408, 5.49043, -2.40922)
H (-0.18451, 6.45958, -0.20287)
H (-0.73922, 8.19263, -1.86429)

Cartesian forces (eV/Å) of the 2 atoms listed first:
C -0.20 0.24 -0.52
C 0.82 -0.10 0.81

Values from the calculation:
- spin multiplicity = 1
- LUMO level (eV) = -2.75
- total charge = +1
- maximum force (eV/A) = 4.0
- gap between HOMO and LUMO (eV) = 7.81

Density functional theory data (ωB97M-V with the def2-TZVPD basis set) for a single C4H6 molecule at a distorted geometry.

Cartesian coordinates (Å):
C (-1.05896, 1.04736, 0.04224)
C (-0.59274, -0.33650, 0.36961)
C (0.54467, -0.65590, -0.18173)
C (1.83239, -0.70979, -0.31979)
H (-1.96829, 0.92288, -0.55176)
H (-0.32496, 1.55362, -0.59576)
H (-1.28723, 1.65654, 0.91740)
H (-1.21148, -1.02349, 0.92228)
H (1.56244, -1.58530, 0.46396)
H (2.52939, -0.89613, -1.11167)

Cartesian forces (eV/Å) of the 2 atoms listed first:
C -0.30 0.30 0.04
C -0.37 -0.17 -0.13

Values from the calculation:
- spin multiplicity = 1
- LUMO level (eV) = 0.93
- maximum force (eV/A) = 2.2
- gap between HOMO and LUMO (eV) = 8.59
- SMILES string = C=C=CC

Density functional theory data (ωB97M-V with the def2-TZVPD basis set) for a single C2H5NS2 molecule at a distorted geometry.

Cartesian coordinates (Å):
C (2.60232, -0.40553, -0.46022)
C (-1.18937, 0.06775, 0.04990)
N (1.39148, -0.21715, 0.16404)
S (4.01713, 0.17273, 0.09403)
S (0.04202, -1.22972, 0.14017)
H (2.69195, -1.08798, -1.33812)
H (-1.55084, 0.46116, 1.09050)
H (-1.98656, -0.43191, -0.44016)
H (-0.57630, 0.80684, -0.42494)
H (1.50779, 0.27085, 1.08750)

Cartesian forces (eV/Å) of the 2 atoms listed first:
C -0.08 -0.98 -0.05
C 0.27 0.13 2.86

Values from the calculation:
- spin multiplicity = 1
- LUMO level (eV) = 0.32
- maximum force (eV/A) = 2.9
- gap between HOMO and LUMO (eV) = 8.96
- SMILES string = CSNC=S

Density functional theory data (ωB97M-V with the def2-TZVPD basis set) for a molecular structure, C19H23BrClFI3N2O2S at a distorted geometry.

Cartesian coordinates (Å):
C (1.02749, 2.68763, 3.67789)
C (-0.30834, 2.79049, 2.94822)
I (-1.72452, 3.69690, 4.27699)
C (-0.94294, 1.47964, 2.41476)
I (0.13350, -0.32761, 2.77980)
N (-1.39672, 1.67444, 0.96419)
C (-2.33844, 0.64554, 0.35555)
F (-3.23181, 1.52669, -0.29493)
C (-3.19585, -0.14302, 1.32945)
C (-4.28287, 0.67734, 2.02093)
O (-4.11138, 1.14578, 3.10508)
I (-6.15468, 0.91216, 1.04079)
C (-1.65599, -0.07387, -0.79678)
C (-1.11623, -1.46901, -0.46667)
C (-1.04420, -2.42418, -1.68392)
C (0.15668, -3.33330, -1.49618)
O (0.14275, -4.15912, -0.62158)
N (1.27827, -3.15395, -2.33653)
C (2.39302, -2.46354, -1.76222)
C (2.63064, -2.44495, -0.39378)
C (3.70689, -1.71589, 0.09998)
C (4.55348, -1.02071, -0.75132)
C (4.33103, -1.07336, -2.12226)
C (3.25785, -1.79201, -2.62342)
C (-0.63331, 0.99150, -1.34100)
C (0.66878, 0.36996, -1.84563)
S (-1.38737, 1.83626, -2.78164)
C (-0.40475, 2.03610, -0.13311)
Cl (1.27560, 2.00402, 0.37568)
Br (-0.77260, 3.86328, -0.64524)
H (0.93433, 2.13245, 4.60983)
H (1.33221, 3.69910, 3.94989)
H (1.80771, 2.27598, 3.04301)
H (-0.17857, 3.48368, 2.12003)
H (-1.88096, 1.33398, 2.94321)
H (-1.99779, 2.50920, 1.03166)
H (-2.60881, -0.60493, 2.12191)
H (-3.66369, -0.95386, 0.76998)
H (-2.41742, -0.17803, -1.56806)
H (-1.78992, -1.94054, 0.24874)
H (-0.15181, -1.43331, 0.03590)
H (-1.04852, -1.88544, -2.63191)
H (-1.91970, -3.07563, -1.68786)
H (0.97675, -2.64455, -3.15884)
H (1.98549, -2.98184, 0.28893)
H (3.88210, -1.69203, 1.16811)
H (5.38745, -0.45562, -0.35961)
H (4.99716, -0.55860, -2.80245)
H (3.08309, -1.83878, -3.69237)
H (0.40848, -0.32738, -2.64098)
H (1.18881, -0.20177, -1.08017)
H (1.33544, 1.11419, -2.27372)
H (-0.51578, 1.48049, -3.72832)

Cartesian forces (eV/Å) of the 2 atoms listed first:
C -0.18 0.38 0.17
C 0.41 -0.19 -0.06

Values from the calculation:
- spin multiplicity = 1
- LUMO level (eV) = -3.31
- total charge = +1
- maximum force (eV/A) = 1.6
- gap between HOMO and LUMO (eV) = 7.84

Density functional theory data (ωB97M-V with the def2-TZVPD basis set) for 11 unconnected molecules or ions with the total composition BF4H20O10 at a distorted geometry.

Cartesian coordinates (Å):
B (0.37003, -0.02616, 0.12079)
F (0.65197, 0.38515, -1.17124)
F (-0.45666, 0.93520, 0.64695)
F (-0.26042, -1.19924, 0.08298)
F (1.51215, -0.16886, 0.84770)
O (-0.79056, 3.12876, -0.83046)
H (-0.61457, 2.88644, -1.73960)
H (-0.73742, 2.30393, -0.34767)
O (2.93007, 2.36980, -0.83022)
H (2.26538, 1.68889, -0.93401)
H (3.43820, 2.33468, -1.64066)
O (-0.41300, 0.28963, -4.21573)
H (-0.22401, 1.12731, -3.79285)
H (0.01023, -0.36218, -3.65693)
O (1.70927, 2.07884, 2.36536)
H (1.55634, 2.89070, 1.88190)
H (1.23757, 1.41080, 1.86789)
O (0.85484, -1.71892, -2.79388)
H (1.71992, -2.12692, -2.83135)
H (0.85772, -1.22509, -1.97390)
O (-0.06573, -4.63626, -0.46079)
H (-0.14475, -5.27462, -1.16964)
H (-0.32215, -3.80385, -0.85775)
O (-2.51654, 1.30432, 2.62398)
H (-3.44991, 1.18141, 2.45090)
H (-2.07983, 0.94346, 1.85243)
O (3.11887, -0.34735, 3.69678)
H (3.72802, -0.23966, 2.96633)
H (2.38837, 0.23487, 3.48791)
O (-3.17150, 0.04209, -0.13534)
H (-3.46818, 0.38369, -0.97886)
H (-2.26815, -0.23286, -0.29208)
O (-2.56941, -2.00818, 2.24882)
H (-2.08045, -2.82683, 2.16533)
H (-2.71572, -1.72297, 1.34690)

Cartesian forces (eV/Å) of the 2 atoms listed first:
B 0.64 0.30 0.36
F 0.70 0.57 -1.59

Values from the calculation:
- spin multiplicity = 1
- LUMO level (eV) = 2.54
- total charge = -1
- maximum force (eV/A) = 3.1
- gap between HOMO and LUMO (eV) = 10.33

Density functional theory data (ωB97M-V with the def2-TZVPD basis set) for a single CHClF2OS2 molecule at a distorted geometry.

Cartesian coordinates (Å):
C (-0.26052, 0.67708, -0.66510)
O (0.86264, 0.73531, -1.09173)
F (-1.12796, 1.24716, -1.53557)
F (-0.59496, -0.58632, -0.97640)
S (-0.40482, 0.81264, 1.26213)
S (2.18668, 1.61392, -0.38440)
Cl (3.23040, 0.47628, 0.98181)
H (0.37555, -0.20125, 1.23180)

Cartesian forces (eV/Å) of the 2 atoms listed first:
C -7.93 -2.28 2.67
O 11.70 2.72 -2.11

Values from the calculation:
- spin multiplicity = 1
- LUMO level (eV) = -1.19
- maximum force (eV/A) = 12.2
- gap between HOMO and LUMO (eV) = 8.70
- SMILES string = FC(F)(S)OSCl

Density functional theory data (ωB97M-V with the def2-TZVPD basis set) for 2 unconnected molecules or ions with the total composition C5H9NO3 at a distorted geometry.

Cartesian coordinates (Å):
C (0.44422, -0.83554, 0.74696)
C (-1.96130, 1.52067, -0.30180)
C (-2.56854, 0.59276, 0.74159)
C (-2.93009, -1.64704, 0.19538)
C (3.46836, 0.64724, 0.37268)
N (1.58174, -0.60104, 0.32147)
O (-3.15211, 1.81081, 0.50426)
O (-3.38123, -0.52166, 0.59047)
O (2.15001, 0.56257, 0.83710)
H (-0.12902, -0.21123, 1.55142)
H (-1.14397, 2.13455, -0.01534)
H (-2.28261, 1.48397, -1.40854)
H (0.01248, -1.80601, 0.38839)
H (-2.38140, -1.83404, -0.67585)
H (-3.51402, -2.47356, 0.61167)
H (4.05010, 1.17047, 1.00488)
H (3.47185, 1.36464, -0.49187)
H (3.79314, -0.31125, 0.24867)

Cartesian forces (eV/Å) of the 2 atoms listed first:
C -2.96 -0.62 1.91
C -2.35 -1.07 -1.07

Values from the calculation:
- spin multiplicity = 1
- LUMO level (spin up / spin down) (eV) = 0.36 / -0.34
- maximum force (eV/A) = 4.2
- gap between HOMO and LUMO (spin up / spin down) (eV) = 8.98 / 7.69

Density functional theory data (ωB97M-V with the def2-TZVPD basis set) for 2 unconnected molecules or ions with the total composition C4H11NO at a distorted geometry.

Cartesian coordinates (Å):
N (1.97152, 1.75235, 1.65596)
C (0.70977, 0.97762, 1.44546)
C (-1.23282, 0.62188, -2.03311)
C (-0.68390, 0.40150, -0.61351)
C (0.41890, 0.99959, -0.02298)
H (2.24883, 1.73346, 2.60769)
H (1.81529, 2.76962, 1.44322)
H (1.06125, 0.03863, 1.52016)
H (-0.09089, 1.41699, 1.97352)
H (-2.28054, 0.92414, -1.88886)
H (-1.14545, -0.22280, -2.69351)
H (-0.83712, 1.46857, -2.52481)
H (-1.29764, -0.41847, -0.06683)
H (1.27926, 1.20684, -0.72973)
H (-0.17154, -4.41259, -0.63474)
H (-0.86329, -4.99336, 0.57835)
O (-0.90162, -4.26396, -0.01629)

Cartesian forces (eV/Å) of the 2 atoms listed first:
N -0.71 1.65 -1.20
C 1.91 3.31 -2.26

Values from the calculation:
- spin multiplicity = 1
- LUMO level (eV) = 0.89
- maximum force (eV/A) = 4.4
- gap between HOMO and LUMO (eV) = 9.40
- SMILES string = C/C=C/CN.O